# 1
{
  "formula": "C4H8O2",
  "method": "ωB97M-V/def2-TZVPD",
  "lumo_ev": -0.190,
  "gap_ev": 9.673,
  "e_homo_ev": -9.86,
  "e_above_lowest_ev": 4.998,
  "spin_multiplicity": 1,
  "elements": ["C", "C", "O", "C", "C", "O", "H", "H", "H", "H", "H", "H", "H", "H"],
  "xyz": [[0.6264, 1.3982, -0.1014], [0.5233, -0.0607, -0.2445], [1.3099, -0.6237, 0.7180], [-1.0340, -0.1936, 0.0007], [-1.3346, -1.6641, -0.0722], [-2.2631, -2.1315, -0.6811], [2.1945, 1.3353, 0.2694], [0.2297, 2.0061, -0.9305], [0.3619, 1.7627, 0.8893], [0.7277, -0.4038, -1.2795], [2.1983, 0.3542, 0.6705], [-1.6663, 0.3376, -0.7306], [-1.2802, 0.1617, 1.0123], [-0.5935, -2.2783, 0.4797]],
  "forces_ev_per_a": [[2.35, 0.68, 0.22], [-0.91, 0.61, -0.16], [1.94, 1.53, 0.09], [0.12, -0.61, 0.07], [-0.39, -0.12, -0.04], [0.32, -0.01, 0.20], [-2.24, 1.01, -1.18], [0.73, 0.09, 0.33], [-0.12, -0.05, -0.15], [0.03, 0.12, 0.34], [-2.24, -2.84, 0.31], [0.45, -0.16, 0.21], [0.16, -0.11, -0.16], [-0.20, -0.15, -0.08]]
}

# 2
{
  "formula": "C4H8O2P",
  "method": "ωB97M-V/def2-TZVPD",
  "charge": -1,
  "lumo_ev": [3.774, 3.219],
  "s_squared": 2.006,
  "gap_ev": [6.836, 7.556],
  "e_homo_ev": [-3.06, -4.34],
  "e_above_lowest_ev": 0.789,
  "spin_multiplicity": 3,
  "elements": ["C", "C", "C", "C", "O", "O", "P", "H", "H", "H", "H", "H", "H", "H", "H"],
  "xyz": [[0.8394, 0.4548, 0.8872], [-0.3435, 0.3587, -0.6120], [-0.1064, 1.5123, -1.5523], [-0.9113, -0.9342, -0.8845], [0.9705, -0.1794, 3.3639], [-0.4169, -1.7834, 1.9689], [0.7053, -0.8348, 2.0781], [1.1542, 1.4428, 1.1114], [0.3777, 2.2553, -0.8849], [0.4257, 1.2391, -2.4826], [-1.0489, 1.8666, -1.8214], [-1.6110, -1.2986, -0.0739], [-0.2408, -1.7895, -0.8746], [-1.5869, -0.8071, -1.6464], [1.7928, -1.5026, 1.4231]],
  "forces_ev_per_a": [[-3.84, -0.53, -3.82], [3.78, 1.21, 3.42], [0.95, -1.27, 1.68], [-0.78, -0.77, 2.76], [0.90, 0.62, 1.77], [-1.33, -0.73, -0.54], [0.92, -0.33, -0.82], [0.33, 0.83, 0.09], [0.03, -0.09, -1.18], [0.25, 0.27, 0.40], [-1.73, 0.99, -0.81], [0.80, 0.67, -0.09], [0.41, -0.07, -0.71], [-1.21, -0.34, -2.81], [0.51, -0.47, 0.68]]
}

# 3
{
  "formula": "C4H8O2S",
  "method": "ωB97M-V/def2-TZVPD",
  "lumo_ev": 0.729,
  "gap_ev": 9.962,
  "e_homo_ev": -9.23,
  "smiles": "CC(=O)[C@@](C)(O)S",
  "e_above_lowest_ev": 1.545,
  "spin_multiplicity": 1,
  "elements": ["C", "C", "C", "C", "O", "O", "S", "H", "H", "H", "H", "H", "H", "H", "H"],
  "xyz": [[0.3139, 1.4556, 0.0001], [1.2904, 1.0645, -1.0162], [-0.1763, -1.0178, 0.7161], [-0.8132, 0.3327, 0.3817], [0.1308, 2.5285, 0.4638], [-1.5582, 0.7991, 1.3845], [-1.9068, -0.0358, -1.1214], [0.7593, 0.5134, -1.8298], [1.8301, 2.0282, -1.5089], [1.9499, 0.1997, -0.5909], [0.0413, -1.6202, -0.2378], [0.7875, -0.9802, 1.3897], [-0.8827, -1.6877, 1.2419], [-1.2319, 1.7300, 1.4666], [-2.8597, 0.4424, -0.4398]],
  "forces_ev_per_a": [[-2.36, -2.58, -0.75], [2.18, -0.11, -1.62], [1.67, -1.67, 0.08], [2.30, -1.31, -1.52], [0.20, 1.75, 0.99], [-0.30, 1.54, 1.25], [1.88, -0.25, -0.74], [0.18, 0.63, 0.48], [-0.93, -2.58, 1.46], [-0.60, 1.98, -0.67], [0.10, 1.07, 1.33], [-1.75, 0.20, -1.31], [0.08, 0.66, -0.12], [-0.59, -0.20, 0.27], [-2.06, 0.87, 0.86]]
}

# 4
{
  "formula": "C4H8O2S",
  "method": "ωB97M-V/def2-TZVPD",
  "lumo_ev": [0.301, -1.291],
  "s_squared": 2.007,
  "gap_ev": [6.380, 7.860],
  "e_homo_ev": [-6.08, -9.15],
  "e_above_lowest_ev": 1.836,
  "spin_multiplicity": 3,
  "elements": ["C", "C", "C", "C", "O", "O", "S", "H", "H", "H", "H", "H", "H", "H", "H"],
  "xyz": [[1.9390, -0.5293, 0.6355], [2.8869, -0.1390, -0.4089], [-2.3051, -0.7637, 0.0458], [-1.6895, 0.6703, 0.4668], [0.7237, -0.4075, 0.5238], [0.4732, 2.1236, -0.0959], [-0.1834, 0.9361, -0.6041], [3.9023, -0.4198, -0.0334], [2.5440, -0.8927, -1.1878], [2.7076, 0.7283, -0.9085], [-3.1286, -0.9891, 0.7664], [-2.7877, -0.9079, -1.0001], [-1.4287, -1.4509, -0.0299], [-2.3280, 1.5084, 0.3866], [-1.3257, 0.5332, 1.4438]],
  "forces_ev_per_a": [[-3.53, 1.30, 0.25], [1.32, -4.92, 0.38], [-0.25, 0.92, -1.21], [0.54, -2.78, -2.55], [4.89, -4.26, 3.65], [1.60, 1.94, 0.99], [-5.11, 1.96, -3.60], [-0.68, 0.83, -0.92], [0.91, 0.34, 0.52], [-0.27, 3.06, -0.69], [1.08, -0.39, -0.38], [0.75, 1.05, 1.55], [-0.99, 0.07, 0.84], [-0.71, 0.79, -0.20], [0.45, 0.10, 1.36]]
}

# 5
{
  "formula": "C4H8O3",
  "method": "ωB97M-V/def2-TZVPD",
  "lumo_ev": 0.845,
  "gap_ev": 10.170,
  "e_homo_ev": -9.32,
  "smiles": "COC1(O)COC1",
  "e_above_lowest_ev": 3.933,
  "spin_multiplicity": 1,
  "elements": ["C", "O", "C", "C", "O", "O", "C", "H", "H", "H", "H", "H", "H", "H", "H"],
  "xyz": [[1.7620, 0.2152, 0.1551], [1.5976, 1.5328, 0.6054], [0.2122, 1.4616, 0.8224], [-0.0615, 0.2296, -0.0240], [-0.2504, 0.3733, -1.3931], [-1.1565, -0.4452, 0.4965], [-1.6794, -1.5229, -0.2826], [2.5800, 0.3220, -0.6228], [0.5925, 0.0479, -1.6976], [2.0759, -0.4481, 0.9587], [-0.0078, 1.2600, 1.8718], [-0.2308, 2.3908, 0.4987], [-2.1646, -1.1730, -1.1986], [-0.8664, -2.2059, -0.5441], [-2.4029, -2.0381, 0.3544]],
  "forces_ev_per_a": [[-0.42, -0.27, 0.30], [0.10, 0.34, 0.22], [-0.18, 0.54, 0.13], [0.89, 0.38, -0.11], [0.13, 0.30, 0.07], [1.13, -0.20, 0.12], [0.15, -0.14, 0.03], [-1.28, -1.07, 0.10], [0.05, 0.14, -0.99], [0.12, -0.25, 0.05], [-0.21, -0.06, 0.05], [-0.59, 0.26, -0.06], [0.10, 0.00, 0.22], [-0.14, -0.09, -0.04], [0.16, 0.13, -0.10]]
}

# 6
{
  "formula": "C4H8O3",
  "method": "ωB97M-V/def2-TZVPD",
  "lumo_ev": 0.769,
  "gap_ev": 9.580,
  "e_homo_ev": -8.81,
  "e_above_lowest_ev": 3.776,
  "spin_multiplicity": 1,
  "elements": ["C", "O", "C", "O", "C", "C", "O", "H", "H", "H", "H", "H", "H", "H", "H"],
  "xyz": [[0.2164, -2.5136, -1.3938], [0.5923, -1.8080, -0.2122], [0.4436, -0.4748, -0.2801], [0.0333, 0.0968, -1.2641], [0.8162, 0.1995, 1.0104], [-1.5555, 2.2445, 0.7986], [-1.0411, 3.4486, 0.8928], [0.8423, -2.2084, -2.2362], [0.3658, -3.5692, -1.1680], [-0.8300, -2.3190, -1.6414], [1.3564, -0.4685, 1.6804], [1.4162, 1.0851, 0.7881], [-1.5660, 2.0732, -0.3018], [-0.1091, 0.5355, 1.4933], [-0.9806, 3.6784, 1.8339]],
  "forces_ev_per_a": [[-0.07, -0.18, -0.22], [0.01, 0.12, 0.05], [-0.09, 0.24, -0.14], [0.16, -0.22, 0.33], [0.06, 0.03, 0.03], [0.00, 0.29, -0.23], [-0.06, -0.21, 0.19], [-0.09, -0.05, 0.10], [-0.02, 0.14, -0.05], [0.14, -0.02, 0.03], [-0.05, 0.04, -0.09], [-0.07, -0.11, 0.01], [-0.02, -0.01, 0.16], [0.14, -0.09, -0.04], [-0.02, 0.03, -0.15]]
}

Q: What is the formula in the fifth record?
A: C4H8O3